1.
Entry from OMol25: the ion CH3N4Si with charge -1 at a distorted geometry (the ωB97M-V functional and the def2-TZVPD basis).

Atoms and positions in Å:
C 0.386 0.077 -0.179
N 2.391 -0.607 0.027
N 1.152 -1.067 -0.099
N 1.197 1.153 -0.099
N 2.411 0.687 -0.032
Si -1.471 0.041 -0.049
H -1.914 1.223 0.497
H -2.072 -0.739 0.990
H -2.079 -0.768 -1.056

Results
Charge   -1
Lowest unoccupied orbital energy   3.85 eV

2.
Entry from OMol25: a structure of composition C14H15LiO2 at a distorted geometry (the ωB97M-V functional and the def2-TZVPD basis).

Atoms and positions in Å:
C 3.470 0.974 5.004
C 3.584 0.539 3.555
O 2.342 0.792 2.889
C 2.177 0.240 1.635
C 0.871 0.615 1.141
C 0.379 0.227 -0.178
O 3.027 -0.460 1.089
H 4.454 0.931 5.476
H 3.094 1.997 5.103
H 2.809 0.304 5.566
H 4.385 1.116 3.071
H 3.843 -0.529 3.516
H 0.371 1.416 1.681
H 0.626 1.083 -0.829
H 0.999 -0.616 -0.535
C -2.065 -2.231 -0.903
Li -3.920 1.662 -3.452
C -1.469 -1.544 0.112
C -1.101 -0.111 -0.307
C -1.628 -0.099 -1.760
C -2.181 -1.349 -2.071
C -2.712 -1.578 -3.343
C -2.720 -0.549 -4.268
C -2.059 0.669 -3.994
C -1.690 0.958 -2.663
H -2.493 -3.239 -0.905
H -1.280 -1.897 1.126
H -1.669 0.622 0.277
H -3.072 -2.583 -3.592
H -3.129 -0.716 -5.272
H -1.905 1.406 -4.788
H -1.338 1.952 -2.382

Results
Lowest unoccupied orbital energy   -2.38 eV

3.
Entry from OMol25: a structure of composition C31H31F5GeN3O2ReS at a distorted geometry (the ωB97M-V functional and the def2-TZVPD basis).

Atoms and positions in Å:
Re -1.237 -2.129 -1.616
N -3.360 -2.546 -2.246
C -3.690 -1.989 -3.590
C -2.701 -0.899 -3.964
N -1.311 -1.257 -3.562
C -0.590 -2.150 -4.522
C -0.892 -3.616 -4.271
N -0.627 -3.910 -2.836
H -3.603 -3.533 -2.219
H -3.945 -2.108 -1.539
H -4.695 -1.566 -3.594
H -3.690 -2.797 -4.318
H -2.943 0.025 -3.439
H -2.747 -0.702 -5.037
H -0.781 -0.383 -3.534
H 0.476 -1.973 -4.366
H -0.833 -1.878 -5.551
H -0.279 -4.236 -4.925
H -1.933 -3.855 -4.482
H 0.380 -3.999 -2.685
H -1.024 -4.815 -2.586
F 1.262 -4.194 4.273
C 1.244 -3.728 3.033
C 0.094 -3.837 2.260
F -1.007 -4.403 2.744
C 0.122 -3.326 0.977
F -1.051 -3.467 0.212
C 1.207 -2.696 0.407
S 1.153 -2.021 -1.221
C 2.345 -2.608 1.206
F 3.441 -2.016 0.732
C 2.372 -3.115 2.494
F 3.474 -3.010 3.230
C -2.187 -0.923 2.142
C -1.302 0.086 1.507
O -0.494 0.753 2.095
O -1.477 0.334 0.172
H -1.696 -1.347 3.014
H -2.478 -1.696 1.435
H -3.087 -0.399 2.476
C -1.508 -0.692 -0.642
Ge 0.817 2.313 1.382
C 2.344 1.400 2.054
C 3.556 1.502 1.365
C 4.707 0.930 1.893
C 4.655 0.263 3.107
C 3.458 0.163 3.803
C 2.306 0.733 3.285
C -0.099 3.657 2.369
C -0.829 3.401 3.532
C -1.449 4.441 4.204
C -1.338 5.742 3.734
C -0.593 6.011 2.596
C 0.026 4.974 1.914
C 0.670 2.423 -0.510
C -0.168 3.372 -1.106
C -0.185 3.519 -2.484
C 0.633 2.722 -3.276
C 1.441 1.753 -2.696
C 1.457 1.598 -1.318
H 3.619 2.041 0.427
H 5.641 1.008 1.356
H 5.554 -0.175 3.519
H 3.426 -0.349 4.755
H 1.380 0.654 3.840
H -0.910 2.397 3.927
H -2.014 4.238 5.103
H -1.823 6.550 4.263
H -0.490 7.027 2.240
H 0.622 5.206 1.039
H -0.812 3.994 -0.499
H -0.821 4.267 -2.939
H 0.650 2.869 -4.348
H 2.093 1.146 -3.311
H 2.077 0.827 -0.880

Results
Charge   +2
Lowest unoccupied orbital energy   -5.23 eV

Values of energy above the lowest of the compared OMol25 structures with the same formula, charge and spin, in order: 18.0; 28.4; 11.2, all in kcal per mole.
Values of DFT total energy, in order: -14922.9207; -19057.8797; -124269.4405, all in eV.
Values of E_HOMO, in order: -0.1801; -0.1616; -0.4788, all in Ha.